No. 1
A cluster of 4 separate species, C5H15NO3 in total in a non-equilibrium geometry. Source: the OMol25 dataset; level of theory: ωB97M-V/def2-TZVPD.

Last column: Löwdin charge in e.
Atoms and positions in Å:
C -2.097 -0.715 -0.485  -0.403
C -2.227 -0.475 0.999  -0.049
O -2.433 1.136 -1.069  -0.134
O -0.999 -1.034 -0.993  -0.114
H -2.493 1.038 -2.023  0.057
H 0.450 -0.722 -0.040  0.078
H -3.020 -1.121 -0.935  0.121
H -2.297 -1.443 1.499  0.087
H -3.124 0.105 1.205  0.075
H -1.360 0.064 1.374  0.066
C 1.325 -0.755 0.730  -0.354
C 0.892 1.386 -1.203  -0.038
C 2.658 -1.201 0.151  -0.085
N -0.041 2.031 -0.632  0.069
O 1.403 0.462 1.464  -0.113
H 2.052 0.359 2.170  0.087
H 0.949 -1.542 1.397  0.111
H -1.410 1.636 -0.872  0.066
H 0.208 2.487 0.242  0.094
H 0.636 0.793 -2.071  0.092
H 1.938 1.475 -0.927  0.083
H 3.392 -1.383 0.938  0.071
H 3.075 -0.451 -0.520  0.057
H 2.523 -2.130 -0.400  0.078

Results
Kohn-Sham gap, eV: 9.3001
Charge: 0
Structure (SMILES): CC=O.C=N.CCO.O
LUMO energy, eV: 0.733
Energy relative to the best compared isomer or geometry (same formula, charge and spin), kcal per mole: 73.8

=====

No. 2
A cluster of 16 separate species, H31O16 in total in a non-equilibrium geometry. Source: the OMol25 dataset; level of theory: ωB97M-V/def2-TZVPD.

Last column: Löwdin charge in e.
Atoms and positions in Å:
O 0.263 0.208 -2.003  -0.356
H 0.885 0.381 -2.711  -0.003
H 1.151 0.558 -0.860  -0.014
O -3.878 -0.185 3.927  -0.064
H -3.278 -0.909 3.749  0.012
H -2.328 0.579 -0.948  0.039
O -1.275 2.632 -4.535  -0.055
H -0.381 2.955 -4.681  0.031
H -1.155 1.782 -4.106  0.013
O -4.252 -1.759 -1.092  -0.049
H -4.281 -2.028 -0.171  0.035
H -3.774 -2.399 -1.610  0.016
O 1.198 1.896 2.037  -0.098
H 1.084 2.489 1.291  0.028
H 2.761 2.389 2.665  0.007
O 4.025 -0.415 3.252  -0.081
H 3.206 -0.624 3.706  0.025
H 4.091 0.553 3.278  -0.012
O 0.158 -4.896 0.356  -0.064
H -0.369 -4.690 1.130  0.023
H 0.221 -4.119 -0.214  -0.007
O 0.356 3.934 -1.054  -0.051
H 1.180 3.458 -0.892  0.020
H -0.279 3.219 -1.038  0.007
O -1.642 1.076 -0.519  -0.069
H -0.850 0.898 -1.108  -0.009
O -1.462 -1.971 1.915  -0.054
H -0.888 -2.411 1.290  -0.014
H -1.345 -1.017 1.881  0.006
O 1.807 0.840 -0.112  -0.111
H 2.753 0.773 -0.203  0.051
H 1.505 1.057 1.569  0.058
O 3.447 2.379 3.374  -0.087
H 1.375 -2.289 -0.810  0.040
H 3.057 2.817 4.131  0.039
O -1.444 -1.626 -3.606  -0.073
H -1.055 -0.901 -3.093  -0.015
H -1.361 -2.419 -3.072  0.019
O -1.852 1.272 2.167  -0.082
H -1.694 1.219 1.196  -0.007
H -1.156 1.877 2.447  0.020
O 3.082 -1.201 -2.665  -0.043
H 3.143 -1.756 -3.444  0.038
H 2.189 -0.868 -2.580  -0.016
O 0.460 -2.077 -0.614  -0.073
H -3.595 0.530 3.370  -0.012
H 0.201 -1.209 -0.992  -0.005

Results
Kohn-Sham gap, eV: 10.3374
Charge: -1
LUMO energy, eV: 2.360
Energy relative to the best compared isomer or geometry (same formula, charge and spin), kcal per mole: 18.4

=====

No. 3
A structure of composition C4H35CoInNO21P2 in a non-equilibrium geometry. Source: the OMol25 dataset; level of theory: ωB97M-V/def2-TZVPD.

Last column: Löwdin spin population.
Atoms and positions in Å:
Co -1.295 -2.531 0.601  2.167
In -1.186 0.744 2.851  0.018
P -1.160 -2.842 3.232  -0.018
O -2.113 -3.394 2.162  -0.192
O -1.799 -1.783 4.151  0.492
O -0.396 -1.971 2.246  -0.014
O -0.395 -4.050 3.861  0.392
P -1.338 -0.265 -0.595  0.005
O -0.707 0.991 -0.067  0.005
O -2.104 -0.021 -1.895  0.001
O -2.260 -0.774 0.571  0.081
O -0.403 -1.459 -0.734  -0.006
C 2.877 2.332 3.320  0.000
C 2.599 1.698 1.975  0.000
C 3.930 1.413 1.166  0.000
O 4.646 0.394 1.726  0.000
C 5.830 0.197 1.062  0.000
N 1.792 0.508 2.053  0.005
H 3.225 1.614 4.061  0.000
H 1.888 2.636 3.665  0.000
H 3.498 3.210 3.141  0.000
H 2.051 2.399 1.346  0.000
H 4.444 2.367 1.040  0.000
H 3.707 1.036 0.168  0.000
H 5.564 -0.138 0.059  0.000
H 6.386 -0.635 1.494  0.000
H 6.450 1.091 1.001  0.000
H 2.337 -0.222 2.490  0.000
H 1.807 0.174 1.100  0.000
O -4.406 1.053 -2.736  0.000
H -3.566 0.822 -2.340  0.000
H -4.173 1.536 -3.529  0.000
O -4.778 -1.165 -0.031  0.001
H -4.891 -0.742 -0.883  0.000
H -3.888 -0.934 0.235  0.000
O -0.313 3.456 1.740  0.003
H -0.206 3.365 0.794  0.000
H -0.256 4.399 1.899  0.000
O -1.357 1.311 -3.806  0.000
H -0.410 1.175 -3.770  0.000
H -1.709 0.727 -3.134  0.000
O 1.358 1.781 -1.670  0.000
H 0.670 1.441 -1.098  0.000
H 1.374 2.721 -1.493  0.000
O -3.527 1.990 0.332  0.002
H -3.472 2.520 -0.463  0.000
H -3.100 1.165 0.100  0.001
O -1.718 3.074 -1.590  0.000
H -1.413 2.254 -1.201  0.000
H -1.750 2.895 -2.530  0.000
O 2.041 -0.934 -0.376  0.000
H 2.251 -0.338 -1.095  0.000
H 1.093 -1.054 -0.432  0.000
O -2.275 -2.415 -3.180  0.000
H -2.170 -1.577 -2.730  0.000
H -1.384 -2.675 -3.415  0.000
O -2.631 -3.550 -0.782  0.020
H -2.644 -3.099 -1.627  0.000
H -3.550 -3.750 -0.603  0.001
O 0.808 -1.987 -2.999  0.000
H 0.835 -1.080 -3.301  0.000
H 0.315 -1.953 -2.180  0.000
O 0.088 -4.094 0.334  0.033
H 0.309 -4.337 -0.565  0.001
H 0.573 -4.717 0.876  0.002

Results
Kohn-Sham gap (spin up / spin down), eV: 6.1287 / 5.2351
Spin multiplicity: 4
Charge: -1
LUMO energy (spin up / spin down), eV: -0.485 / -1.315
<S²>: 3.99

=====

Number 1: E -479.89394 Eh. Number 2: E -1222.54080 Eh. Number 3: E -4064.15701 Eh.